The following is a quantum chemistry calculation of C26H20IN6O4Os as an isolated structure at a distorted geometry, from OMol25.

```
! wB97M-V def2-TZVPD RIJCOSX def2/J DEFGRID3
* xyz 3 5
Os 0.038 -1.205 -0.089
O 4.703 4.851 0.160
N 5.224 3.821 -0.183
O 6.385 3.655 -0.469
C 4.349 2.612 -0.264
C 4.946 1.490 -0.857
C 4.240 0.293 -1.023
C 4.830 -0.839 -1.631
C 4.067 -1.973 -1.773
C 2.752 -1.955 -1.332
N 2.162 -0.883 -0.741
C 2.906 0.215 -0.579
C 2.334 1.356 0.138
N 1.150 1.148 0.691
C 0.583 2.161 1.366
C 1.150 3.424 1.476
C 2.389 3.655 0.926
C 3.051 2.583 0.254
H 5.975 1.576 -1.178
H 5.862 -0.802 -1.959
H 4.458 -2.870 -2.233
H 2.126 -2.823 -1.468
H -0.368 1.944 1.840
H 0.626 4.208 2.003
H 2.869 4.619 1.017
N 0.502 -1.077 2.393
C 0.868 -2.434 2.845
C 0.791 -3.426 1.720
O 0.746 -4.601 1.826
O 0.853 -2.837 0.463
H 1.246 -0.408 2.554
H -0.309 -0.732 2.894
H 0.235 -2.777 3.660
H 1.898 -2.446 3.206
I -0.708 -2.907 -2.573
C -1.906 -3.203 -0.900
C -2.867 -4.188 -0.858
C -3.645 -4.288 0.290
C -3.445 -3.399 1.337
C -2.455 -2.451 1.226
N -1.686 -2.355 0.123
H -3.004 -4.862 -1.692
H -4.404 -5.058 0.360
H -4.044 -3.444 2.236
H -2.246 -1.751 2.024
N -1.283 0.222 -0.679
C -2.229 0.867 -0.839
C -3.394 1.626 -1.117
C -3.821 1.752 -2.443
C -4.953 2.496 -2.702
C -5.641 3.100 -1.655
C -5.215 2.968 -0.335
C -4.083 2.230 -0.054
H -3.272 1.278 -3.247
H -5.301 2.605 -3.719
H -6.527 3.685 -1.870
H -5.767 3.439 0.466
H -3.740 2.113 0.966
*
```

* orbital gap (alpha / beta): 7.68 / 5.09 eV
* maximum force: 3.37 eV/Å
* lowest unoccupied orbital energy (alpha / beta): -9.48 / -12.04 eV
* expectation value of S²: 6.023
* E: -2019.53532 hartree

---

The following is a quantum chemistry calculation of C26H21AsF6N4PtS as an isolated structure at a distorted geometry, from OMol25.

```
! wB97M-V def2-TZVPD RIJCOSX def2/J DEFGRID3
* xyz 3 2
Pt -0.221 0.534 -0.900
C -3.498 1.070 -2.457
C -2.717 -0.113 -2.882
C -3.377 -1.178 -3.539
C -2.670 -2.252 -3.998
C -1.257 -2.239 -3.934
C -0.431 -3.223 -4.518
C 0.945 -3.071 -4.553
C 1.537 -1.928 -4.034
C 0.763 -0.959 -3.387
S 1.480 0.489 -2.814
C -0.657 -1.126 -3.286
N -1.405 -0.158 -2.710
H -4.293 1.258 -3.176
H -2.862 1.948 -2.384
H -3.981 0.878 -1.498
H -4.450 -1.125 -3.654
H -3.176 -3.088 -4.459
H -0.894 -4.088 -4.975
H 1.562 -3.834 -5.008
H 2.603 -1.784 -4.116
N -2.234 3.442 -0.128
C -1.688 3.353 1.074
C -2.427 3.700 2.234
C -1.817 3.792 3.469
C -0.447 3.594 3.587
C 0.337 3.215 2.466
C 1.729 3.024 2.552
C 2.428 2.638 1.429
C 1.724 2.350 0.261
N 0.403 2.471 0.168
C -0.291 2.981 1.207
H -1.682 3.219 -0.948
H -3.195 3.743 -0.235
H -3.481 3.915 2.127
H -2.401 4.039 4.344
H 0.039 3.702 4.547
H 2.237 3.209 3.487
H 3.500 2.525 1.438
H 2.256 2.038 -0.632
N 1.425 -0.824 -0.090
C 1.968 -1.483 0.688
C 2.795 -2.162 1.588
C 2.969 -1.631 2.883
C 3.908 -2.190 3.739
C 4.644 -3.301 3.345
C 4.431 -3.865 2.089
C 3.505 -3.312 1.211
H 2.342 -0.818 3.219
H 4.075 -1.752 4.714
H 5.401 -3.707 4.000
H 5.016 -4.718 1.777
H 3.334 -3.764 0.246
F -1.370 -1.482 0.165
As -2.062 -0.596 1.616
F -1.450 -1.709 2.709
F -3.579 -1.246 1.327
F -2.555 0.630 2.713
F -2.392 0.710 0.261
F -0.396 0.257 1.638
*
```

* orbital gap (alpha / beta): 3.26 / 3.20 eV
* maximum force: 4.06 eV/Å
* lowest unoccupied orbital energy (alpha / beta): -13.19 / -13.26 eV
* ΔE to the lowest compared entry with this formula, charge and spin: 85.1 kcal/mol
* expectation value of S²: 0.799
* E: -4573.84625 hartree

---

The following is a quantum chemistry calculation of C26H21BrIN2O4Ru as an isolated structure, from OMol25.

```
! wB97M-V def2-TZVPD RIJCOSX def2/J DEFGRID3
* xyz 0 2
Ru 0.523 -0.153 -0.080
C 1.383 -3.705 2.579
C 0.463 -2.687 3.170
N 0.149 -2.749 4.443
C -0.663 -1.812 4.967
C -1.187 -0.766 4.253
C -2.042 0.259 4.947
O -3.354 0.374 4.397
C -0.856 -0.669 2.878
C -1.339 0.460 2.119
N -0.859 0.903 1.005
C -1.293 2.232 0.634
C -1.794 3.117 1.594
C -2.248 4.374 1.241
C -2.185 4.801 -0.076
C -1.616 3.974 -1.025
C -1.159 2.714 -0.664
I -0.144 1.574 -2.060
C -0.031 -1.650 2.325
O 0.267 -1.708 1.055
H 1.675 -4.420 3.344
H 2.265 -3.206 2.173
H 0.904 -4.222 1.746
H -0.879 -1.913 6.025
H -1.604 1.256 4.860
H -2.088 0.022 6.013
H -3.765 -0.496 4.422
H -2.156 0.996 2.581
H -1.802 2.848 2.639
H -2.634 5.030 2.010
H -2.537 5.785 -0.356
H -1.506 4.310 -2.047
Br 2.462 -0.965 -1.622
C 1.342 -1.813 -2.929
C 1.927 -2.306 -4.054
C 1.121 -3.009 -4.976
C -0.204 -3.204 -4.717
C -0.808 -2.696 -3.539
C -2.175 -2.921 -3.255
C -2.715 -2.431 -2.100
C -1.934 -1.667 -1.207
C -0.608 -1.383 -1.432
C -0.034 -1.948 -2.610
H 2.986 -2.182 -4.231
H 1.570 -3.403 -5.878
H -0.820 -3.761 -5.413
H -2.773 -3.489 -3.957
H -3.759 -2.615 -1.873
H -2.418 -1.281 -0.314
C 2.608 1.822 3.232
O 1.688 1.654 2.148
C 1.907 0.560 1.359
O 2.891 -0.131 1.546
H 2.264 2.695 3.782
H 3.621 1.982 2.865
H 2.608 0.940 3.874
*
```

* orbital gap (alpha / beta): 6.88 / 6.61 eV
* maximum force: 0.73 eV/Å
* lowest unoccupied orbital energy (alpha / beta): -0.71 / -0.98 eV
* ΔE to the lowest compared entry with this formula, charge and spin: 25.8 kcal/mol
* expectation value of S²: 0.756
* E: -4380.39510 hartree

---

The following is a quantum chemistry calculation of C26H21Cl2FN8O2PbS3 as an isolated structure, from OMol25.

```
! wB97M-V def2-TZVPD RIJCOSX def2/J DEFGRID3
* xyz 0 1
Pb -0.384 -0.502 -0.103
S 1.675 1.315 1.952
C 0.655 1.454 3.338
S -0.144 2.379 2.156
C 0.553 0.995 4.592
C 1.532 0.115 5.149
N 2.313 -0.598 5.600
C -0.575 1.341 5.404
N -1.482 1.602 6.060
Cl -5.429 3.627 -4.284
C -4.061 3.242 -3.282
C -2.791 3.689 -3.663
C -1.705 3.401 -2.883
Cl -0.154 3.987 -3.399
C -1.779 2.639 -1.667
O -0.750 2.402 -0.960
C -3.104 2.195 -1.329
C -3.408 1.390 -0.167
O -2.658 0.854 0.642
C -4.210 2.518 -2.135
H -2.671 4.266 -4.569
H -4.497 1.255 -0.015
H -5.194 2.175 -1.835
F -1.522 -2.113 -0.955
C -2.979 -1.815 2.562
C -1.558 -2.178 2.799
N -0.483 -1.547 2.358
C 0.606 -2.208 2.897
C 0.186 -3.242 3.666
N -1.189 -3.213 3.591
H -3.038 -1.029 1.816
H -3.428 -1.450 3.488
H -3.553 -2.678 2.220
H 1.611 -1.873 2.705
H 0.720 -3.981 4.237
H -1.818 -3.839 4.061
C 2.291 -5.609 -0.863
N 2.274 -4.200 -0.513
C 3.353 -3.418 -0.177
C 2.859 -2.169 0.050
N 1.500 -2.183 -0.137
C 1.182 -3.413 -0.473
H 3.209 -6.061 -0.498
H 2.240 -5.734 -1.944
H 1.437 -6.108 -0.411
H 4.359 -3.802 -0.144
H 3.387 -1.269 0.323
H 0.177 -3.739 -0.708
N 2.026 2.084 -1.317
C 2.170 0.959 -2.045
N 1.251 0.052 -2.165
C 1.646 -0.965 -3.022
C 0.850 -2.030 -3.432
C 1.383 -2.961 -4.308
C 2.692 -2.846 -4.778
C 3.490 -1.782 -4.389
C 2.953 -0.851 -3.513
S 3.677 0.613 -2.898
H 1.043 2.372 -1.205
H 2.706 2.812 -1.448
H -0.171 -2.103 -3.070
H 0.764 -3.782 -4.648
H 3.086 -3.583 -5.465
H 4.496 -1.669 -4.773
*
```

* orbital gap: 6.24 eV
* maximum force: 0.57 eV/Å
* lowest unoccupied orbital energy: -1.12 eV
* ΔE to the lowest compared entry with this formula, charge and spin: 0.0 kcal/mol
* E: -3999.63995 hartree

---

The following is a quantum chemistry calculation of C26H21Cl3N7O2RbSSi as an isolated structure at a distorted geometry, from OMol25.

```
! wB97M-V def2-TZVPD RIJCOSX def2/J DEFGRID3
* xyz -2 1
Rb 1.673 -0.034 2.442
N -4.119 2.373 -0.082
C -2.725 2.470 -0.215
S -2.025 4.020 0.122
N -2.139 1.426 -0.661
N -0.849 1.115 -0.723
C -0.241 1.052 -1.855
C -0.831 1.538 -3.135
C -1.440 2.788 -3.225
C -2.032 3.205 -4.409
C -2.019 2.384 -5.528
C -1.404 1.140 -5.454
C -0.818 0.722 -4.270
C 1.088 0.392 -1.908
C 1.991 0.711 -2.926
C 3.190 0.029 -3.012
C 3.472 -0.959 -2.087
C 2.539 -1.188 -1.090
N 1.380 -0.542 -0.992
H -4.477 3.088 0.527
H -4.444 1.444 0.139
H -1.442 3.440 -2.358
H -2.503 4.180 -4.453
H -2.484 2.706 -6.452
H -1.393 0.495 -6.325
H -0.357 -0.258 -4.219
H 1.759 1.505 -3.622
H 3.904 0.278 -3.788
H 4.396 -1.518 -2.111
H 2.726 -1.935 -0.323
O 1.114 -3.906 5.385
C 0.956 -3.113 4.440
O 1.347 -1.933 4.309
C 0.133 -3.680 3.246
C -0.400 -4.992 3.358
C -1.147 -5.508 2.345
C -1.384 -4.722 1.191
C -2.157 -5.162 0.092
C -2.353 -4.347 -0.989
C -1.786 -3.055 -1.017
C -1.030 -2.603 0.028
C -0.808 -3.429 1.159
N -0.058 -2.937 2.185
H -0.190 -5.537 4.268
H -1.567 -6.507 2.403
H -2.596 -6.154 0.122
H -2.953 -4.686 -1.827
H -1.956 -2.413 -1.873
H -0.581 -1.617 0.018
N 0.114 3.618 3.352
C 0.357 4.805 3.934
C 1.000 4.539 5.124
C 1.092 3.135 5.161
N 0.545 2.590 4.083
H -0.406 3.483 2.483
H 0.080 5.732 3.461
H 1.348 5.243 5.861
H 1.521 2.504 5.924
Cl 5.759 -0.691 0.651
Si 4.706 1.045 1.448
Cl 4.447 2.090 -0.431
Cl 6.475 2.139 2.101
*
```

* orbital gap: 6.69 eV
* maximum force: 1.28 eV/Å
* lowest unoccupied orbital energy: 4.01 eV
* ΔE to the lowest compared entry with this formula, charge and spin: 25.1 kcal/mol
* E: -3629.79570 hartree

---

The following is a quantum chemistry calculation of C26H21N5O3PbS as an isolated structure at a distorted geometry, from OMol25.

```
! wB97M-V def2-TZVPD RIJCOSX def2/J DEFGRID3
* xyz 4 1
Pb 1.741 -0.459 0.822
N -0.937 1.991 5.424
C -0.024 1.422 4.644
N 0.206 1.818 3.404
C -0.548 2.802 2.944
N -0.324 3.237 1.612
N 0.713 3.152 1.043
C 1.699 3.518 0.336
C 2.502 2.761 -0.639
C 3.223 3.561 -1.507
C 4.032 2.973 -2.478
C 4.094 1.601 -2.527
C 3.346 0.860 -1.614
N 2.562 1.401 -0.683
C -1.561 3.449 3.651
C -2.369 4.504 3.155
C -3.292 5.074 3.976
C -3.433 4.643 5.326
C -2.681 3.613 5.835
C -1.742 3.012 5.005
H -1.046 1.653 6.379
H 0.561 0.611 5.061
H 2.013 4.552 0.494
H 3.150 4.642 -1.444
H 4.601 3.585 -3.166
H 4.726 1.093 -3.245
H 3.398 -0.226 -1.632
H -2.253 4.841 2.133
H -3.929 5.866 3.605
H -4.155 5.138 5.966
H -2.808 3.285 6.861
O -0.380 -0.594 0.163
O -0.712 -1.980 -0.072
O 1.526 -2.023 -1.105
S 0.165 -2.536 -1.278
C 0.063 -4.243 -1.040
C -1.173 -4.836 -0.768
C -1.211 -6.210 -0.650
C -0.046 -6.959 -0.820
C 1.172 -6.342 -1.088
C 1.240 -4.967 -1.218
C -0.507 -2.019 -2.786
C -1.855 -2.295 -3.022
C -2.358 -2.014 -4.277
C -1.520 -1.497 -5.263
C -0.184 -1.214 -4.996
C 0.347 -1.488 -3.748
H -2.073 -4.251 -0.621
H -2.152 -6.700 -0.438
H -0.094 -8.037 -0.755
H 2.072 -6.929 -1.205
H 2.178 -4.477 -1.452
H -2.499 -2.702 -2.252
H -3.399 -2.216 -4.493
H -1.909 -1.335 -6.259
H 0.451 -0.798 -5.766
H 1.393 -1.310 -3.531
*
```

* orbital gap: 4.93 eV
* maximum force: 1.25 eV/Å
* lowest unoccupied orbital energy: -14.02 eV
* ΔE to the lowest compared entry with this formula, charge and spin: 0.0 kcal/mol
* E: -2092.25712 hartree

---

The following is a quantum chemistry calculation of C26H21NO3Pd as an isolated structure at a distorted geometry, from OMol25.

```
! wB97M-V def2-TZVPD RIJCOSX def2/J DEFGRID3
* xyz -2 1
Pd 1.348 -0.941 -1.172
O -0.383 0.804 -2.101
C -0.823 1.752 -1.165
C 0.268 1.889 0.073
O -0.045 2.661 0.974
O 1.301 1.248 -0.094
C -0.797 3.113 -1.794
C -1.123 4.275 -1.094
C -1.002 5.513 -1.694
C -0.588 5.629 -3.013
C -0.253 4.481 -3.713
C -0.348 3.244 -3.109
C -2.191 1.362 -0.645
C -2.928 0.443 -1.392
C -4.167 0.003 -0.971
C -4.713 0.486 0.206
C -3.999 1.406 0.954
C -2.756 1.845 0.532
H 0.197 0.125 -1.600
H -1.409 4.197 -0.058
H -1.227 6.410 -1.127
H -0.510 6.603 -3.484
H 0.091 4.555 -4.739
H -0.069 2.347 -3.643
H -2.504 0.071 -2.313
H -4.715 -0.721 -1.565
H -5.680 0.133 0.547
H -4.412 1.779 1.884
H -2.190 2.514 1.158
N 3.542 -1.214 0.430
C 3.669 -2.432 1.015
C 4.952 -2.971 1.198
C 5.169 -4.138 1.902
C 4.092 -4.816 2.440
C 2.813 -4.307 2.246
C 2.554 -3.138 1.542
C 1.126 -2.744 1.382
C 0.334 -2.763 2.530
C -1.025 -2.511 2.471
C -1.619 -2.310 1.238
C -0.840 -2.328 0.094
C 0.562 -2.506 0.099
H 4.355 -0.854 -0.047
H 2.597 -0.992 -0.014
H 5.800 -2.445 0.771
H 6.177 -4.526 2.020
H 4.240 -5.732 3.003
H 1.971 -4.858 2.647
H 0.803 -2.917 3.498
H -1.609 -2.441 3.383
H -2.680 -2.084 1.171
H -1.353 -2.201 -0.861
*
```

* orbital gap: 5.12 eV
* maximum force: 1.71 eV/Å
* lowest unoccupied orbital energy: 5.00 eV
* ΔE to the lowest compared entry with this formula, charge and spin: 34.5 kcal/mol
* E: -1411.68216 hartree

---

The following is a quantum chemistry calculation of C26H22AsClO2Zr as an isolated structure at a distorted geometry, from OMol25.

```
! wB97M-V def2-TZVPD RIJCOSX def2/J DEFGRID3
* xyz 2 1
Cl -2.108 -0.976 -2.638
C 1.592 -2.010 -3.944
C 2.309 -0.798 -3.665
C 1.523 0.305 -4.161
H 3.317 -0.738 -3.256
C 0.339 -0.237 -4.780
C 0.388 -1.672 -4.629
H -0.345 -2.363 -5.049
H 1.952 -3.017 -3.744
H 1.803 1.359 -4.202
C -0.724 0.535 -5.482
Zr 0.278 -0.652 -2.375
C 1.899 0.792 -1.265
C 0.629 -2.596 -1.197
O 2.842 1.329 -0.844
O 0.679 -3.603 -0.625
H -0.772 1.562 -5.105
H -1.711 0.081 -5.342
H -0.531 0.582 -6.562
C -0.705 4.365 2.614
C 0.437 4.139 1.838
C 0.566 2.953 1.106
C -0.426 1.966 1.184
C -1.602 2.225 1.905
C -1.736 3.422 2.623
As -0.025 0.201 0.379
C 1.275 -0.370 1.759
C 2.313 -1.246 1.433
C 3.270 -1.577 2.402
C 3.194 -1.025 3.685
C 2.142 -0.164 4.019
C 1.177 0.156 3.056
C -1.642 -0.723 1.003
C -1.585 -1.772 1.918
C -2.763 -2.465 2.231
C -3.968 -2.134 1.601
C -4.012 -1.085 0.675
C -2.855 -0.354 0.406
H -0.795 5.278 3.203
H 1.233 4.885 1.806
H 1.448 2.791 0.487
H -2.412 1.499 1.923
H -2.648 3.604 3.196
H 2.373 -1.679 0.433
H 4.080 -2.267 2.157
H 3.956 -1.264 4.432
H 2.068 0.262 5.023
H 0.363 0.835 3.313
H -0.634 -2.043 2.377
H -2.734 -3.265 2.972
H -4.878 -2.694 1.824
H -4.942 -0.825 0.166
H -2.890 0.487 -0.288
*
```

* orbital gap: 5.10 eV
* maximum force: 6.28 eV/Å
* lowest unoccupied orbital energy: -9.49 eV
* E: -3896.90605 hartree

---

Look up the maximum force of the second one.
4.06 eV/Å